No. 1
Below is 5 unconnected molecules or ions with the total composition H10O5, with properties calculated with ωB97M-V/def2-TZVPD.

- HOMO energy: -10.7 eV
- SMILES: O.O.O.O.O
- DFT total energy: -10399.9993 eV
- Frontier orbital gap: 11.02 eV
- Strongest force on any atom: 0.014 hartree/bohr
- Molar mass: 90.07 g mol⁻¹
- Relative energy (zero: lowest compared OMol25 entry of this formula, charge and spin): 19.61 kcal/mol

XYZ file:
```
15
Properties=species:S:1:pos:R:3:forces:R:3
O 0.492 -1.159 2.380 0.1 -0.1 -0.3
H 0.489 -0.909 1.435 -0.1 0.0 0.4
H 0.807 -2.069 2.398 0.0 0.1 0.0
O 2.074 -1.566 -2.032 -0.1 0.0 -0.1
H 1.459 -1.385 -2.751 0.1 0.0 0.0
H 2.773 -0.912 -2.142 -0.1 0.0 0.1
O 1.097 2.572 -0.072 -0.1 -0.2 0.0
H 0.648 1.709 -0.126 0.2 0.2 0.0
H 1.833 2.427 0.532 -0.1 0.0 0.0
O -0.246 0.037 -0.094 -0.4 0.0 0.4
H -1.136 0.217 0.292 0.5 -0.2 -0.5
H -0.402 -0.627 -0.773 0.1 0.1 0.0
O -2.959 0.457 0.141 -0.3 0.2 0.1
H -3.214 1.322 0.489 0.1 -0.1 -0.1
H -3.714 -0.115 0.322 0.1 0.0 0.0
```
Forces are in eV/Å.

=====

No. 2
Below is 5 unconnected molecules or ions with the total composition H10O5, with properties calculated with ωB97M-V/def2-TZVPD.

- HOMO energy: -10.8 eV
- SMILES: O.O.O.O.O
- DFT total energy: -10399.8708 eV
- Frontier orbital gap: 11.12 eV
- Strongest force on any atom: 0.014 hartree/bohr
- Molar mass: 90.07 g mol⁻¹
- Relative energy (zero: lowest compared OMol25 entry of this formula, charge and spin): 22.57 kcal/mol

XYZ file:
```
15
Properties=species:S:1:pos:R:3:forces:R:3
O 0.844 2.392 -1.217 0.1 -0.1 0.2
H 0.687 3.336 -1.188 -0.1 0.3 0.1
H 0.792 2.168 -2.146 0.0 -0.2 -0.3
O -3.419 0.077 1.312 -0.3 0.0 -0.1
H -2.518 -0.243 1.272 0.4 0.0 -0.2
H -3.580 0.223 2.245 -0.1 0.0 0.2
O 2.794 -1.388 0.605 -0.2 0.1 -0.2
H 3.383 -0.676 0.856 0.2 0.2 0.0
H 2.554 -1.804 1.433 -0.1 -0.2 0.2
O -0.635 -2.061 -1.088 0.0 -0.7 -0.2
H -0.737 -1.172 -0.747 -0.4 0.5 0.0
H 0.023 -1.979 -1.778 0.1 -0.1 -0.2
O -0.432 0.299 0.249 -0.4 -0.3 0.4
H -0.086 1.103 -0.139 0.2 0.6 -0.3
H 0.330 -0.275 0.331 0.6 -0.1 0.3
```
Forces are in eV/Å.

=====

No. 3
Below is 5 unconnected molecules or ions with the total composition H10O5 at a distorted geometry, with properties calculated with ωB97M-V/def2-TZVPD.

- HOMO energy (spin up / spin down): -15.4 / -14.9 eV
- DFT total energy: -10388.3203 eV
- Frontier orbital gap (spin up / spin down): 11.85 / 3.29 eV
- Strongest force on any atom: 0.024 hartree/bohr
- Total charge: +1
- Multiplicity: 2
- Molar mass: 90.07 g mol⁻¹
- Relative energy (zero: lowest compared OMol25 entry of this formula, charge and spin): 34.67 kcal/mol

XYZ file:
```
15
Properties=species:S:1:pos:R:3:forces:R:3
O -0.725 -2.498 -0.380 0.4 0.6 0.2
H -0.225 -3.314 -0.392 0.2 -0.3 -0.1
H -1.587 -2.750 -0.048 -0.4 -0.1 0.1
O -0.384 1.208 -1.687 -0.5 0.1 0.7
H 0.483 0.926 -1.397 0.7 -0.1 0.6
H -0.258 1.469 -2.600 -0.2 0.1 -1.1
O -2.343 2.517 1.320 0.3 -0.4 -0.2
H -2.842 2.269 2.099 -0.3 -0.1 0.3
H -2.238 3.465 1.394 0.0 0.4 0.0
O 3.374 -1.119 -0.735 0.1 0.0 -0.4
H 3.419 -1.339 0.195 0.2 -0.1 0.5
H 2.500 -0.745 -0.851 -0.3 0.1 -0.1
O 0.619 0.120 0.916 0.7 0.3 -0.6
H -0.122 0.583 1.307 -0.6 0.7 0.4
H 0.330 -0.791 0.859 -0.4 -1.1 -0.2
```
Forces are in eV/Å.

=====

No. 4
Below is a molecular structure, H10O5Tl at a distorted geometry, with properties calculated with ωB97M-V/def2-TZVPD.

- HOMO energy (spin up / spin down): -28.6 / -27.4 eV
- DFT total energy: -15031.2765 eV
- Frontier orbital gap (spin up / spin down): 5.43 / 4.41 eV
- Strongest force on any atom: 0.058 hartree/bohr
- Total charge: +4
- Multiplicity: 2
- Molar mass: 294.46 g mol⁻¹
- Relative energy (zero: lowest compared OMol25 entry of this formula, charge and spin): 7.90 kcal/mol

XYZ file:
```
16
Properties=species:S:1:pos:R:3:forces:R:3
Tl 0.437 -1.038 0.713 0.5 -0.1 -0.1
O 2.971 0.214 0.178 -1.2 -0.5 0.5
H 3.606 0.096 -0.529 1.3 -0.4 -1.4
H 3.214 1.047 0.582 0.6 1.4 1.1
O 0.508 1.918 0.366 0.0 -1.6 -0.2
H 0.806 2.287 -0.466 0.3 0.7 -1.2
H 0.379 2.679 0.933 -0.1 1.3 1.3
O 0.748 -0.088 -2.111 0.2 0.2 1.6
H 1.338 -0.316 -2.829 1.1 -0.7 -1.3
H -0.050 0.217 -2.544 -1.2 0.4 -0.9
O -1.970 -2.197 1.935 0.8 1.1 -0.8
H -2.895 -2.158 2.176 -2.8 0.2 0.8
H -1.669 -3.041 2.270 0.9 -2.6 1.1
O -2.103 0.015 -0.179 1.2 -0.7 0.1
H -2.462 0.594 -0.851 -0.5 0.8 -0.7
H -2.858 -0.229 0.357 -0.9 0.2 0.3
```
Forces are in eV/Å.